Record 1
Density functional theory data (ωB97M-V/def2-TZVPD) for an isolated ion of composition C7H10O4Si and charge -2.

Geometry as XYZ:
```
22
Properties=species:S:1:pos:R:3
C 1.228 1.715 3.148
C 1.841 3.602 -0.190
C 0.299 -0.742 -0.518
C -0.580 -0.842 0.645
C -0.162 0.569 -1.211
C -1.234 0.531 0.863
C -0.387 1.490 -0.006
O 2.298 1.184 3.352
O 2.969 4.028 -0.096
O 0.254 1.998 3.902
O 0.988 3.911 -1.078
Si 1.273 2.049 0.897
H 1.376 -0.632 -0.241
H 0.160 -1.503 -1.267
H -1.469 -1.583 0.557
H 0.082 -1.138 1.491
H 0.640 0.948 -1.860
H -1.190 0.281 -1.523
H -2.317 0.637 0.559
H -1.109 0.645 1.833
H -0.902 2.340 -0.301
H 2.339 1.107 0.565
```

Output
Frontier orbital gap: 5.68 eV
Charge: -2
SMILES: O=C([O-])[SiH](C(=O)[O-])C1CCCC1
ΔE to the lowest compared entry with this formula, charge and spin: 0.0 kJ/mol
Calculated total energy: -23487.4922 eV
Molar mass: 186.239 g mol⁻¹
2S+1: 1

Record 2
Density functional theory data (ωB97M-V/def2-TZVPD) for one molecule with the formula C6H8S.

Geometry as XYZ:
```
15
Properties=species:S:1:pos:R:3
C -1.989 -0.503 -0.364
C -0.583 -0.307 -0.033
C -0.256 1.018 -0.090
C 1.127 1.416 -0.050
C 2.143 0.641 -0.068
C 0.360 -1.350 0.486
H -2.667 0.397 -0.598
H -1.740 -1.066 -1.347
H -2.525 -1.006 0.487
H -1.153 1.720 -0.080
H 1.519 2.539 0.136
H 3.229 0.992 0.019
H -0.004 -2.303 0.352
H 0.585 -1.070 1.529
S 1.953 -1.120 -0.380
```

Output
Frontier orbital gap: 8.78 eV
SMILES: CC1=CC=CSC1
ΔE to the lowest compared entry with this formula, charge and spin: 192.9 kJ/mol
Calculated total energy: -17184.4720 eV
Molar mass: 112.197 g mol⁻¹
2S+1: 1

Record 3
Density functional theory data (ωB97M-V/def2-TZVPD) for C45H31BN5Zn as an isolated structure.

Geometry as XYZ:
```
83
Properties=species:S:1:pos:R:3
Zn 0.260 -0.026 0.073
C -2.385 4.524 5.810
C -3.274 4.035 4.861
C -2.819 3.211 3.839
C -1.473 2.864 3.751
C -0.590 3.361 4.706
C -1.041 4.184 5.730
C -0.989 1.980 2.643
C -0.763 0.643 2.937
C -0.954 0.036 4.237
C -0.528 -1.240 4.140
C -0.093 -1.450 2.757
N -0.287 -0.303 2.069
C 0.263 -2.692 2.165
C -0.141 -2.957 0.820
C -0.677 -4.229 0.338
C -1.045 -4.045 -0.948
C -0.737 -2.667 -1.276
C -0.799 -2.111 -2.542
C -1.198 -3.006 -3.673
C -0.249 -3.761 -4.354
C -0.622 -4.591 -5.405
C -1.956 -4.675 -5.784
C -2.912 -3.925 -5.109
C -2.532 -3.094 -4.063
C -0.484 -0.769 -2.866
N -0.281 0.201 -1.956
C -0.012 1.347 -2.639
C 0.056 2.617 -2.050
C 0.339 3.783 -2.941
C 1.643 4.256 -3.058
C 1.926 5.338 -3.882
C 0.908 5.958 -4.594
C -0.395 5.490 -4.482
C -0.676 4.406 -3.661
C -0.209 2.895 -0.702
C -0.508 4.203 -0.169
C -0.888 4.014 1.123
C -0.772 2.597 1.387
N -0.355 1.960 0.275
C -0.017 1.078 -4.057
C -0.339 -0.236 -4.200
N -0.243 -2.040 -0.157
C 1.050 -3.729 2.907
C 1.470 -3.565 4.239
C 2.228 -4.517 4.900
C 2.650 -5.666 4.248
C 2.348 -5.804 2.903
C 1.591 -4.845 2.245
H -2.737 5.166 6.607
H -4.323 4.296 4.915
H -3.507 2.828 3.095
H 0.459 3.096 4.637
H -0.340 4.563 6.463
H -1.389 0.516 5.100
H -0.607 -1.987 4.908
H -0.811 -5.117 0.933
H -1.514 -4.758 -1.610
H 0.789 -3.695 -4.051
H 0.130 -5.173 -5.924
H -2.249 -5.323 -6.601
H -3.955 -3.986 -5.398
H -3.271 -2.503 -3.535
H 2.432 3.767 -2.499
H 2.945 5.694 -3.966
H 1.129 6.802 -5.236
H -1.195 5.968 -5.035
H -1.689 4.034 -3.570
H -0.465 5.130 -0.720
H -1.213 4.760 1.833
H 0.181 1.799 -4.835
H -0.462 -0.793 -5.116
H 1.252 -2.656 4.766
H 2.516 -4.340 5.929
H 3.257 -6.403 4.759
H 2.733 -6.647 2.343
H 1.468 -4.946 1.180
B 5.030 0.168 0.008
C 3.440 0.100 0.034
N 2.288 0.048 0.043
H 5.387 0.018 -1.148
H 5.356 1.264 0.433
H 5.449 -0.726 0.722
```

Output
Frontier orbital gap (spin up / spin down): 5.34 / 5.34 eV
Charge: -1
Calculated total energy: -103717.0653 eV
Molar mass: 717.980 g mol⁻¹
2S+1: 1

Question: Look up the calculated total energy of the third one.
Answer: -103717.0653 eV